{
  "formula": "C6H15ClNO2",
  "method": "ωB97M-V with the def2-TZVPD basis set",
  "e_tot_ha": -902.993743,
  "homo_energy_ev": -3.21,
  "homo_lumo_gap_ev": 6.0,
  "total_charge": -1,
  "elements": ["Cl", "C", "O", "C", "C", "N", "C", "C", "O", "C", "H", "H", "H", "H", "H", "H", "H", "H", "H", "H", "H", "H", "H", "H", "H"],
  "xyz": [[2.860, -3.992, -1.678], [1.119, -4.121, 0.421], [0.786, -2.735, 0.194], [0.223, -1.977, 1.325], [0.372, -0.463, 1.128], [-0.439, 0.008, 0.002], [-0.182, 1.439, -0.176], [-1.047, 1.898, -1.382], [-0.650, 3.171, -1.888], [-0.936, 4.339, -1.077], [1.407, -4.498, -0.560], [0.219, -4.556, 0.856], [1.910, -4.241, 1.162], [0.494, -2.292, 2.332], [-0.847, -2.177, 1.374], [1.449, -0.294, 1.099], [0.052, 0.055, 2.032], [-1.387, -0.106, 0.332], [0.881, 1.676, -0.215], [-0.499, 1.980, 0.715], [-2.083, 1.734, -1.087], [-0.847, 1.307, -2.276], [-1.963, 4.474, -0.739], [-0.592, 5.170, -1.693], [-0.301, 4.199, -0.202]],
  "mulliken_charge": [-0.8787, -0.7281, -0.2503, -0.7470, -0.7227, -0.2576, -0.6109, -0.4249, -0.3485, -0.6748, 0.1304, 0.3076, 0.2974, 0.4253, 0.3049, 0.4087, 0.4488, 0.2423, 0.3742, 0.3194, 0.2823, 0.3040, 0.2763, 0.2386, 0.2832]
}